This record from the OMol25 dataset describes a cluster of 2 separate species, C3H9NO3 in total at a distorted geometry. The level of theory is ωB97M-V/def2-TZVPD.

The geometry in XYZ format:
```
16
Properties=species:S:1:pos:R:3:forces:R:3
H -0.1460 -0.1008 2.1656 -0.2 0.2 0.1
O -2.0642 0.7043 0.2066 2.3 2.8 -3.6
H -1.6323 -1.4011 0.8601 0.7 0.1 -0.4
H 0.4633 -0.3772 -3.2255 -0.4 0.1 -1.3
H -2.0578 0.9031 -0.8145 -0.7 -0.9 2.8
O 0.1358 -0.2700 -2.3424 -0.5 0.0 -0.1
H -0.5206 -1.4460 -0.3609 -0.4 -0.2 -0.7
C -0.0189 -0.0834 1.0841 0.1 -1.4 -0.3
H 2.0784 -0.8647 1.5852 -0.9 0.6 -0.3
N -0.6301 -1.4345 0.6328 1.0 1.7 1.3
C 1.4675 -0.2278 0.8666 2.3 -0.3 -2.1
O 2.0807 0.1877 -0.1355 -1.6 -0.7 2.2
C -0.6297 1.1997 0.4735 -2.1 -1.9 0.8
H 0.9155 -0.5790 -1.9080 0.9 0.0 1.4
H -0.1123 1.6749 -0.3683 -0.3 -0.7 -0.1
H -0.7089 1.9259 1.2617 -0.1 0.5 0.3
```
Positions in Å, forces in eV/Å.

- E_tot: -10887.90142 eV
- SMILES: N[C@@H](C=O)CO.O
- Energy above the lowest of the compared OMol25 structures with the same formula, charge and spin: 2.6800 eV
- E_HOMO: -9.8 eV
- HOMO-LUMO gap: 10.4869 eV
- F_max: 5.12 eV Å⁻¹
- Spin multiplicity: 1
- LUMO: 0.644 eV

---

This record from the OMol25 dataset describes a structure of composition CH6N2O2SSi at a distorted geometry. The level of theory is ωB97M-V/def2-TZVPD.

The geometry in XYZ format:
```
13
Properties=species:S:1:pos:R:3:forces:R:3
H 2.6451 0.7613 1.4176 1.2 -0.8 1.2
O 0.5933 2.7192 -0.5787 2.6 0.7 -2.0
H 1.9534 1.3565 -0.0576 0.6 0.2 0.8
N -0.5425 -1.1254 -0.4081 -2.2 4.1 0.3
Si -0.9837 -0.0040 -1.5640 1.4 0.0 1.9
H -0.0331 -1.8916 -0.6284 2.1 -2.8 -0.6
O -1.4974 1.4542 -0.5921 0.6 -1.3 0.2
H 0.0312 0.7522 -2.3224 0.3 -0.3 -0.4
N 1.8460 0.9708 0.9068 -0.7 1.0 -2.9
C 0.6069 0.8261 1.1766 -0.5 -2.1 1.6
H 0.4101 0.3352 2.2055 -0.5 1.0 -2.0
H -2.1500 0.0187 -2.3226 -1.6 -0.4 -1.1
S -0.3879 2.1067 0.2373 -3.4 0.7 3.0
```
Positions in Å, forces in eV/Å.

- E_tot: -26919.45617 eV
- Energy above the lowest of the compared OMol25 structures with the same formula, charge and spin: 3.6942 eV
- E_HOMO: -7.9 eV
- HOMO-LUMO gap: 7.2436 eV
- F_max: 4.67 eV Å⁻¹
- Spin multiplicity: 1
- LUMO: -0.669 eV

---

This record from the OMol25 dataset describes a cluster of 2 separate species, C4H12N4 in total. The level of theory is ωB97M-V/def2-TZVPD.

The geometry in XYZ format:
```
20
Properties=species:S:1:pos:R:3:forces:R:3
H -0.8796 2.2030 0.6943 0.0 0.0 0.0
H 3.9383 1.4529 1.6039 0.0 0.1 0.0
H -2.3776 -0.6501 -1.7088 0.0 0.2 0.2
N -2.9740 -1.7832 0.3348 -0.1 -0.1 0.3
N -1.5214 -0.9559 -1.2620 -0.1 -0.3 -0.3
H 0.3406 -1.7649 -1.7488 0.2 -0.1 0.0
H 3.6154 2.1673 0.1784 0.0 0.0 0.0
H 1.9251 2.8008 2.0264 -0.1 0.0 0.0
N 3.2510 1.5193 0.8648 0.0 -0.1 -0.1
C 1.9764 1.9380 1.3671 0.4 0.3 0.1
H -0.9306 -2.2698 0.2038 0.0 -0.1 0.2
H -1.0050 -2.4263 -2.7202 0.1 -0.1 0.1
H 0.9976 0.4090 0.3903 0.0 0.0 0.0
N -0.4276 1.6659 1.4240 0.1 0.2 0.1
H -0.4162 -0.7949 -3.0233 0.1 0.0 0.1
C -0.5969 -1.5321 -2.2408 -0.2 0.3 0.0
C -1.8114 -1.7382 -0.1594 0.2 0.2 -0.5
C 0.8845 1.2866 1.0283 -0.4 -0.5 -0.4
H -2.9881 -2.3760 1.1603 0.0 0.1 0.0
H -1.0005 0.8485 1.5867 -0.1 0.0 -0.1
```
Positions in Å, forces in eV/Å.

- E_tot: -10301.79005 eV
- SMILES: [H]/N=C/NC.N/C=C/N
- Energy above the lowest of the compared OMol25 structures with the same formula, charge and spin: 1.4816 eV
- E_HOMO: -8.8 eV
- HOMO-LUMO gap: 9.8232 eV
- F_max: 0.73 eV Å⁻¹
- Spin multiplicity: 1
- LUMO: 0.982 eV

---

This record from the OMol25 dataset describes a structure of composition C12H21Br18NO2 at a distorted geometry. The level of theory is ωB97M-V/def2-TZVPD.

The geometry in XYZ format:
```
54
Properties=species:S:1:pos:R:3:forces:R:3
H 2.1240 1.3406 -0.8738 0.1 -0.1 0.0
H 3.4987 -5.6778 -1.7021 0.0 0.0 0.0
O -0.3721 -1.1149 -1.0552 -0.1 0.2 -0.2
H -1.5173 -1.6031 0.7656 0.0 0.0 0.0
H -3.9749 3.1823 3.3963 0.0 0.0 0.0
H 1.5953 -0.0201 0.1332 0.0 0.0 -0.1
Br 5.2242 -4.0381 -2.3648 0.0 0.0 0.0
Br -1.5245 3.2295 3.6784 0.0 -0.1 0.0
Br 1.8173 4.3761 4.4779 0.0 0.1 0.0
O -2.2718 0.9980 -0.0876 0.3 0.0 -0.1
C -1.4968 2.1708 -0.2782 0.0 -0.3 0.0
H -2.0920 2.9318 -0.7922 0.1 0.1 0.0
Br 6.1229 -2.4702 2.4373 0.0 0.0 0.0
C 1.7897 -0.5171 -1.9790 -0.3 0.4 0.1
Br 3.0470 -2.5538 3.2385 0.0 0.1 0.1
H -1.1917 2.5184 0.7094 -0.1 0.1 -0.1
H 2.1926 0.0322 -2.8386 0.0 -0.3 -0.1
C -2.5129 3.8076 -4.1460 0.0 0.0 0.0
C 1.1021 5.9954 5.2422 0.0 0.0 0.0
Br -2.5137 -7.2568 -0.4111 0.0 0.0 0.0
H 2.2099 -1.5291 -1.9985 -0.1 0.4 0.2
Br -1.9331 2.0111 -4.5311 0.0 0.1 -0.2
Br 4.9711 -0.3443 4.4989 -0.1 0.0 0.0
C 2.2110 0.2619 -0.7259 -0.1 -0.6 0.1
C 3.5037 -4.5975 -1.7055 0.1 0.0 0.0
H -3.0729 -1.4616 0.3897 -0.1 -0.1 -0.1
Br -3.4673 0.8104 2.9441 0.0 0.1 0.1
C -2.4439 0.2316 -1.2541 -0.2 -0.3 -0.3
C 0.2722 -0.5962 -2.1959 0.8 0.1 -0.3
H -2.1057 -1.7617 -2.0113 0.2 0.2 -0.2
Br -1.1982 4.7819 -3.1324 0.0 0.0 0.0
Br 3.2544 -4.0148 0.1119 -0.1 0.0 -0.2
H -0.0969 0.4067 -2.4537 0.0 -0.1 0.1
Br -4.2344 3.8205 -3.2876 0.1 0.0 0.0
Br -3.7978 2.3512 5.7189 0.0 0.0 0.0
H -0.1925 -6.7070 -1.0511 0.0 -0.1 0.0
C -1.1401 -6.2710 -1.3334 0.3 0.1 0.0
H 4.3582 -0.7692 2.1426 0.0 0.0 0.0
H 1.8839 6.7397 5.2025 0.0 0.0 0.0
Br -1.1070 -4.4272 -0.7980 -0.3 -0.3 0.0
C -3.2908 2.4906 3.8656 -0.1 -0.1 0.0
H -3.5194 0.0329 -1.3618 0.1 0.0 -0.1
Br 0.6355 5.7498 7.0917 0.0 0.0 0.0
Br -1.3005 -6.4607 -3.2466 0.0 0.0 0.0
H -2.1087 0.7505 -2.1607 -0.1 0.0 0.3
H 3.2429 -0.0044 -0.4742 0.0 0.3 -0.1
Br -0.3800 6.6770 4.2213 0.1 0.1 0.0
H 0.1027 -1.2455 -3.0674 -0.2 0.0 0.0
Br 2.0863 -4.0406 -2.8879 0.1 -0.2 0.1
H -0.5921 1.9513 -0.8578 -0.1 0.1 0.0
H -2.6166 4.3163 -5.0932 0.0 0.0 0.0
C 4.5892 -1.4332 2.9625 0.1 -0.1 -0.1
C -1.7778 -1.1466 -1.1591 -0.4 -0.2 0.9
N -2.2007 -1.8592 0.0560 0.3 0.5 0.0
```
Positions in Å, forces in eV/Å.

- E_tot: -1279131.39821 eV
- E_HOMO: -9.2 eV
- HOMO-LUMO gap: 8.8857 eV
- F_max: 1.02 eV Å⁻¹
- Spin multiplicity: 1
- LUMO: -0.303 eV